[1]
{
  "formula": "C19H37N2PRu",
  "method": "the ωB97M-V functional and the def2-TZVPD basis",
  "homo_energy_ev": [0.0750, -3.4652],
  "total_energy_ha": -1291.6169,
  "s2": 8.782,
  "spin_multiplicity": 6,
  "charge": -1,
  "e_lumo_ev": [2.78, 2.76],
  "symbols": ["C", "C", "C", "C", "C", "Ru", "N", "C", "C", "H", "H", "H", "H", "H", "H", "H", "H", "H", "H", "C", "C", "C", "C", "P", "N", "C", "C", "C", "C", "C", "C", "C", "C", "H", "H", "H", "H", "H", "H", "H", "H", "H", "H", "H", "H", "H", "H", "H", "H", "H", "H", "H", "H", "H", "H", "H", "H", "H", "H", "H"],
  "coordinates": [[1.0403, 0.6177, -1.3667], [-0.2931, 1.1673, -1.5302], [-1.1843, 0.0878, -1.8095], [-0.4425, -1.1125, -1.8150], [0.9086, -0.8190, -1.4779], [0.1088, 0.2501, 0.4636], [1.6297, -0.2321, 1.5895], [1.2529, 1.4070, 1.7349], [-0.0371, 1.9856, 1.2499], [-2.2470, 0.1965, -2.0364], [-0.5345, 2.2292, -1.5425], [-0.8116, -2.0931, -2.1251], [1.7422, -1.5257, -1.4480], [1.9697, 1.1824, -1.3463], [0.1194, 2.8183, 0.5655], [1.2598, 1.5217, 2.8392], [2.5330, -0.1848, 1.1004], [-0.7525, 2.1081, 2.0615], [2.1256, 1.9727, 1.3641], [-2.0341, -3.8485, -0.1124], [-2.8306, -3.0338, 0.9153], [-3.6269, -1.9735, 0.1318], [-3.7968, -3.9717, 1.6621], [-1.6522, -2.1798, 2.0943], [-1.0872, -0.8787, 1.2596], [-2.5306, -1.4543, 3.5779], [-2.8550, -2.5448, 4.6134], [-1.6606, -0.3610, 4.2292], [-3.8299, -0.7698, 3.1186], [-0.1652, -3.2114, 2.5686], [0.6497, -2.4741, 3.6434], [-0.6033, -4.5910, 3.0879], [0.7839, -3.3950, 1.3732], [-2.7325, -4.1848, -0.8942], [-1.5772, -4.7491, 0.3162], [-1.2696, -3.2310, -0.6016], [-4.2348, -2.4947, -0.6218], [-4.3078, -1.3959, 0.7618], [-2.9546, -1.2810, -0.3903], [-3.2695, -4.7276, 2.2602], [-4.5056, -3.4340, 2.3038], [-4.3899, -4.5100, 0.9062], [-1.9604, -2.9122, 5.1336], [-3.5145, -2.1026, 5.3768], [-3.3919, -3.3995, 4.1807], [-1.2559, 0.3320, 3.4806], [-2.2994, 0.2183, 4.9102], [-0.8369, -0.7620, 4.8252], [-3.6318, -0.0178, 2.3434], [-4.5919, -1.4767, 2.7709], [-4.2561, -0.2435, 3.9855], [0.1346, -2.4135, 4.6088], [1.5769, -3.0420, 3.8094], [0.9510, -1.4771, 3.2869], [-1.0987, -5.1949, 2.3167], [0.3026, -5.1343, 3.3975], [-1.2621, -4.5267, 3.9627], [0.3663, -4.0109, 0.5738], [1.0863, -2.4211, 0.9687], [1.6941, -3.8907, 1.7410]],
  "mulliken_spin": [-0.069, 0.109, 0.229, 0.180, 0.295, 3.496, 0.221, -0.307, 0.515, 0.007, -0.080, -0.058, 0.015, 0.002, -0.050, 0.010, 0.039, 0.003, 0.017, 0.009, 0.048, 0.065, -0.002, 0.049, 0.274, 0.053, -0.008, -0.027, -0.014, 0.025, -0.074, -0.005, 0.027, 0.000, -0.003, -0.018, 0.001, 0.001, -0.033, 0.001, 0.001, 0.000, 0.000, -0.002, 0.002, 0.024, -0.002, -0.008, -0.001, -0.001, 0.001, 0.006, -0.012, 0.066, 0.001, -0.001, 0.000, 0.005, -0.013, -0.010]
}

[2]
{
  "formula": "C19H37N3OPdSSi3",
  "method": "the ωB97M-V functional and the def2-TZVPD basis",
  "homo_energy_ev": [-14.4977, -14.4567],
  "total_energy_ha": -2379.7310,
  "charge": 2,
  "e_lumo_ev": [-8.32, -8.28],
  "symbols": ["Pd", "C", "Si", "C", "C", "C", "Si", "C", "C", "C", "Si", "C", "C", "C", "C", "C", "C", "C", "N", "H", "H", "H", "H", "H", "H", "H", "H", "H", "H", "H", "H", "H", "H", "H", "H", "H", "H", "H", "H", "H", "H", "H", "H", "H", "H", "H", "H", "C", "C", "O", "H", "H", "H", "S", "C", "N", "C", "C", "N", "H", "H", "H", "H", "H", "H"],
  "coordinates": [[-0.8825, -0.0539, 0.4703], [-1.5837, 3.2802, -0.9649], [-0.1744, 3.1193, 0.2563], [1.2067, 4.3131, -0.1299], [-0.9418, 3.4538, 1.9385], [0.6988, 1.4149, 0.2472], [0.8801, 0.5595, -1.4634], [-0.7793, 0.4837, -2.3730], [1.6565, -1.1392, -1.2778], [2.0112, 1.5836, -2.5390], [1.8255, 0.9802, 1.7028], [3.6179, 1.1073, 1.2050], [1.4978, 1.8596, 3.3116], [1.4718, -0.7978, 2.2312], [2.2371, -1.4347, 3.2034], [1.8284, -2.6609, 3.7012], [0.6692, -3.2418, 3.2083], [-0.0489, -2.5771, 2.2347], [0.3470, -1.3887, 1.7612], [-2.0898, 4.2222, -0.7389], [-2.3252, 2.4823, -0.8694], [-1.2650, 3.3223, -2.0057], [0.8001, 5.3283, -0.1487], [1.6706, 4.1153, -1.0965], [1.9846, 4.2765, 0.6370], [-1.8327, 4.0709, 1.7986], [-0.2587, 4.0083, 2.5822], [-1.2383, 2.5493, 2.4734], [-1.6895, 0.3575, -1.7767], [-0.7577, -0.3467, -3.0811], [-0.8969, 1.4085, -2.9354], [1.0083, -1.8683, -0.7899], [2.5748, -1.0786, -0.6891], [1.9500, -1.5159, -2.2642], [1.5463, 2.5281, -2.8288], [2.2210, 1.0173, -3.4511], [2.9643, 1.8033, -2.0523], [3.8410, 2.1022, 0.8076], [3.8959, 0.3725, 0.4484], [4.2513, 0.9581, 2.0830], [1.6092, 2.9441, 3.2474], [2.2353, 1.4974, 4.0325], [0.5069, 1.6384, 3.7099], [3.1399, -0.9619, 3.5709], [2.4049, -3.1560, 4.4723], [0.3208, -4.1981, 3.5724], [-0.9484, -2.9997, 1.8092], [-4.1129, 0.7225, 1.0634], [-2.7592, 0.2264, 1.4208], [-2.2406, 0.0198, 2.4298], [-4.4006, 1.4303, 1.8386], [-4.7771, -0.1464, 1.0878], [-4.1531, 1.1644, 0.0726], [-2.0797, -2.2468, -0.4849], [-1.7701, -3.1508, -1.8940], [-0.7651, -3.0120, -2.7556], [-0.7744, -4.0408, -3.8065], [-2.0607, -4.8327, -3.4813], [-2.5489, -4.1543, -2.2745], [0.0124, -2.3996, -2.5852], [0.1143, -4.6643, -3.7414], [-0.8080, -3.5835, -4.7918], [-1.8558, -5.8806, -3.2753], [-2.7951, -4.7749, -4.2809], [-3.3861, -4.4155, -1.7822]],
  "nbo_charge": [0.727, -1.116, 1.642, -1.103, -1.121, -1.233, 1.599, -1.107, -1.147, -1.101, 1.664, -1.126, -1.121, -0.197, -0.223, -0.113, -0.229, 0.050, -0.531, 0.270, 0.215, 0.251, 0.272, 0.252, 0.250, 0.257, 0.265, 0.225, 0.231, 0.262, 0.268, 0.245, 0.265, 0.251, 0.250, 0.264, 0.259, 0.259, 0.248, 0.266, 0.253, 0.264, 0.249, 0.240, 0.247, 0.250, 0.228, -0.738, 0.711, -0.345, 0.302, 0.310, 0.279, -0.353, 0.366, -0.573, -0.227, -0.227, -0.549, 0.432, 0.224, 0.225, 0.228, 0.228, 0.440]
}